[1]
Here is the molecule C4H8O2 from the OMol25 dataset. Energies are from wB97M-V/def2-TZVPD.

Last column: Mulliken charge in e.
CARTESIAN COORDINATES (ANGSTROEM)
C1 -1.98 -0.01 0.51  -1.19
C2 -0.75 0.32 -0.31  0.74
O1 -0.79 0.87 -1.39  -0.55
C3 0.62 0.04 0.34  0.18
C4 1.55 -0.73 -0.58  -1.32
O2 1.13 1.33 0.65  -0.56
H1 -2.21 -1.08 0.41  0.29
H2 -2.84 0.56 0.15  0.34
H3 -1.79 0.19 1.57  0.34
H4 0.48 -0.50 1.28  0.35
H5 1.22 -1.76 -0.75  0.35
H6 2.55 -0.76 -0.13  0.36
H7 1.63 -0.24 -1.55  0.30
H8 1.18 1.78 -0.21  0.38

Gap between HOMO and LUMO   10.58 eV
Energy   -307.68102 a.u.
Energy relative to the best compared isomer or geometry (same formula, charge and spin)   0.855 eV
LUMO level   0.9 eV
SMILES   CC(=O)[C@@H](C)O
M   88.11 g/mol
Maximum force   0.5 eV Å⁻¹

[2]
Here is a structure of composition C4H8O2 from the OMol25 dataset. Energies are from wB97M-V/def2-TZVPD.

Last column: Mulliken charge in e.
CARTESIAN COORDINATES (ANGSTROEM)
O1 -0.43 -0.76 2.15  -0.51
C1 -0.84 -0.25 0.90  -0.71
C2 0.38 0.27 0.17  0.19
C3 0.99 -0.68 -0.87  -0.51
O2 0.34 0.02 -1.94  -0.40
C4 0.06 1.12 -1.07  -0.47
H1 -1.22 -1.05 2.63  0.30
H2 -1.56 0.57 1.02  0.31
H3 -1.34 -1.03 0.30  0.34
H4 1.07 0.71 0.90  0.41
H5 2.08 -0.61 -0.95  0.23
H6 0.69 -1.74 -0.82  0.28
H7 0.76 1.95 -1.23  0.23
H8 -0.97 1.49 -1.17  0.31

Gap between HOMO and LUMO   10.59 eV
Energy   -307.63295 a.u.
Energy relative to the best compared isomer or geometry (same formula, charge and spin)   2.163 eV
LUMO level   0.9 eV
M   88.11 g/mol
Maximum force   0.5 eV Å⁻¹

[3]
Here is the molecule C4H8O2 at a distorted geometry from the OMol25 dataset. Energies are from wB97M-V/def2-TZVPD.

Last column: Mulliken charge in e.
CARTESIAN COORDINATES (ANGSTROEM)
C1 0.03 -1.73 -1.20  -1.13
C2 0.45 -0.73 -0.15  0.81
O1 1.09 -1.13 0.82  -0.61
C3 -0.02 0.85 -0.29  -0.74
C4 -0.50 1.34 1.04  -0.29
O2 0.45 1.08 2.04  -0.55
H1 -1.06 -1.72 -1.24  0.29
H2 0.40 -1.36 -2.16  0.31
H3 0.37 -2.77 -1.05  0.32
H4 0.84 1.50 -0.56  0.30
H5 -0.83 1.06 -1.02  0.35
H6 -1.49 0.94 1.33  0.29
H7 -0.65 2.42 0.70  0.23
H8 0.95 0.27 1.76  0.42

Gap between HOMO and LUMO   10.46 eV
Energy   -307.65518 a.u.
Energy relative to the best compared isomer or geometry (same formula, charge and spin)   1.558 eV
LUMO level   0.8 eV
SMILES   CC(=O)CCO
M   88.11 g/mol
Maximum force   2.5 eV Å⁻¹

[4]
Here is a structure of composition C4H8O2 from the OMol25 dataset. Energies are from wB97M-V/def2-TZVPD.

Last column: Mulliken charge in e.
CARTESIAN COORDINATES (ANGSTROEM)
C1 -0.93 0.29 -1.00  -1.09
C2 -0.34 0.59 0.22  0.52
O1 0.23 1.85 0.39  -0.51
C3 -0.10 -0.43 1.28  -0.48
C4 1.09 -0.70 0.43  -0.08
O2 1.12 -1.61 -0.46  -0.51
H1 -1.63 -0.54 -1.04  0.36
H2 0.03 -0.43 -1.86  -0.07
H3 -1.15 1.12 -1.67  0.35
H4 -0.15 2.22 1.20  0.34
H5 0.10 -0.02 2.27  0.33
H6 -0.82 -1.26 1.30  0.23
H7 1.93 -0.01 0.54  0.37
H8 0.64 -1.07 -1.60  0.23

Gap between HOMO and LUMO   9.02 eV
Energy   -307.54358 a.u.
Energy relative to the best compared isomer or geometry (same formula, charge and spin)   4.595 eV
LUMO level   0.6 eV
M   88.11 g/mol
Maximum force   0.4 eV Å⁻¹

[5]
Here is the molecule C4H8O2S at a distorted geometry from the OMol25 dataset. Energies are from wB97M-V/def2-TZVPD.

Last column: Mulliken charge in e.
CARTESIAN COORDINATES (ANGSTROEM)
C1 0.13 0.60 -0.58  0.10
C2 0.02 -0.19 0.92  -0.17
C3 -1.27 1.27 -1.09  -1.25
C4 1.37 -0.91 1.20  -1.11
O1 0.69 -0.19 -1.36  -0.48
O2 -0.22 -1.96 -0.80  -0.35
S1 -1.10 -1.42 0.19  0.26
H1 0.77 1.41 -0.26  0.38
H2 -0.36 0.43 1.71  0.54
H3 -1.17 2.08 -1.89  0.32
H4 -1.96 1.74 -0.36  0.32
H5 -1.90 0.61 -1.60  0.43
H6 1.73 -1.33 0.19  0.33
H7 1.29 -1.86 1.87  0.30
H8 1.97 -0.29 1.85  0.37

Gap between HOMO and LUMO (alpha / beta)   8.14 / 7.83 eV
Energy   -705.70055 a.u.
Energy relative to the best compared isomer or geometry (same formula, charge and spin)   5.308 eV
LUMO level (alpha / beta)   -0.9 / -1.0 eV
M   120.17 g/mol
Maximum force   4.1 eV Å⁻¹

[6]
Here is the molecule C4H8O2S at a distorted geometry from the OMol25 dataset. Energies are from wB97M-V/def2-TZVPD.

Last column: Mulliken charge in e.
CARTESIAN COORDINATES (ANGSTROEM)
C1 -1.83 0.32 2.56  -1.17
C2 -1.48 -0.06 1.19  -0.04
O1 -0.03 0.39 0.91  -0.30
C3 0.43 0.06 -0.26  0.39
S1 1.80 0.83 -0.75  -0.34
C4 -0.38 -1.00 -0.95  -0.28
O2 0.14 -1.15 -2.22  -0.51
H1 -1.45 -0.47 3.34  0.28
H2 -1.48 1.42 2.80  0.28
H3 -2.97 0.25 2.86  0.34
H4 -1.35 -1.10 1.10  0.24
H5 -2.19 0.43 0.47  0.28
H6 -0.47 -1.98 -0.48  0.27
H7 -1.35 -0.56 -1.00  0.29
H8 1.18 -1.01 -1.85  0.28

Gap between HOMO and LUMO   9.42 eV
Energy   -705.78278 a.u.
Energy relative to the best compared isomer or geometry (same formula, charge and spin)   3.071 eV
LUMO level   0.4 eV
SMILES   CCOC(=S)CO
M   120.17 g/mol
Maximum force   4.5 eV Å⁻¹

[7]
Here is a cluster of 2 separate species, C4H8O2S2 in total from the OMol25 dataset. Energies are from wB97M-V/def2-TZVPD.

Last column: Mulliken charge in e.
CARTESIAN COORDINATES (ANGSTROEM)
O1 1.92 -2.00 -0.39  -0.47
C1 2.36 -0.94 -0.05  0.66
O2 2.75 -0.65 1.21  -0.48
S1 2.55 0.43 -1.15  -0.23
H1 2.61 -1.46 1.73  0.32
H2 3.05 1.29 -0.25  0.17
S2 -2.00 -1.61 -0.56  -0.24
C2 -1.09 -0.13 -0.15  0.52
C3 -1.64 1.23 -0.48  -0.42
C4 -1.64 0.75 0.94  -0.58
H3 -1.81 -1.58 -1.89  0.11
H4 -0.01 -0.24 -0.18  -0.28
H5 -0.94 2.00 -0.77  0.23
H6 -2.60 1.27 -1.00  0.22
H7 -0.93 1.18 1.64  0.23
H8 -2.59 0.46 1.37  0.24

Gap between HOMO and LUMO   9.28 eV
Energy   -1104.04179 a.u.
Energy relative to the best compared isomer or geometry (same formula, charge and spin)   1.284 eV
LUMO level   0.4 eV
SMILES   O=C(O)S.SC1CC1
M   152.24 g/mol
Maximum force   0.4 eV Å⁻¹

[8]
Here is the molecule C4H8O2Se at a distorted geometry from the OMol25 dataset. Energies are from wB97M-V/def2-TZVPD.

Last column: Mulliken charge in e.
CARTESIAN COORDINATES (ANGSTROEM)
C1 0.38 1.04 -0.41  -0.28
C2 -1.01 1.36 0.08  -1.02
C3 0.89 -0.29 0.10  -0.19
C4 0.35 -1.41 -0.75  -0.06
O1 0.65 -0.53 1.48  -0.60
O2 0.14 -2.59 -0.21  -0.42
Se1 -2.22 -0.09 0.44  -0.27
H1 0.22 0.77 -1.54  0.19
H2 1.16 1.77 -0.23  0.33
H3 -0.88 1.94 0.98  0.42
H4 -1.47 2.17 -0.70  0.34
H5 1.97 -0.21 0.12  0.44
H6 -0.01 -1.16 -1.74  0.35
H7 -0.35 -0.18 1.62  0.38
H8 0.19 -2.58 0.75  0.41

Gap between HOMO and LUMO (alpha / beta)   7.34 / 5.89 eV
Energy   -2709.00014 a.u.
Energy relative to the best compared isomer or geometry (same formula, charge and spin)   2.946 eV
LUMO level (alpha / beta)   -0.6 / -1.7 eV
M   167.07 g/mol
Maximum force   3.8 eV Å⁻¹